(1)
109
Properties=species:S:1:pos:R:3:mulliken_charge:R:1 method="wB97M-V/def2-TZVPD" lumo_energy_ev=0.1875 mol_weight_g_mol=1470.37 spin_multiplicity=1 charge=0 orbital_gap_ha=0.2931 homo_energy_ev=-7.787
C -6.1216 -0.1099 -3.7577 -0.4076
O -5.2383 -0.1212 -2.6018 -0.2791
C -3.9770 -0.7694 -2.9419 -0.4947
C -3.0961 -1.1031 -1.6183 -0.3915
C -2.1499 0.1748 -1.2737 -0.5584
O -1.3140 -0.0329 -0.1030 -0.2496
C 0.0571 -0.0764 -0.4220 0.5039
O 0.5663 -0.5006 -1.4805 -0.5377
O 0.9552 0.3613 0.6082 -0.1748
C 1.3674 1.7429 0.3946 -0.4951
C 2.9943 1.8811 0.4116 0.1540
C 3.4720 2.7049 1.6907 -0.0234
O 3.2047 2.2072 2.8354 -0.5280
N 4.1466 4.0092 1.6807 0.1275
C 5.4435 3.9992 0.9596 0.0604
C 5.5845 3.8854 -0.5899 -0.2594
C 6.9702 3.9189 -1.3221 -0.4194
C 8.3275 4.0915 -0.5469 -0.5952
C 8.2039 4.2003 1.0205 -0.5386
C 6.8208 4.1552 1.7469 0.4866
H -6.1873 -1.1584 -4.2360 0.0833
H -5.6967 0.5816 -4.5663 0.2998
H -7.1652 0.2563 -3.4697 0.2111
H -3.3995 -0.0390 -3.6324 0.2827
H -4.2369 -1.7456 -3.5067 0.3133
H -2.4651 -2.0247 -1.8494 0.2838
H -3.8481 -1.3079 -0.7679 0.2521
H -1.6027 0.5470 -2.2015 0.4140
H -2.8951 1.0151 -0.9887 0.2305
H 0.9093 2.3496 1.2683 0.2448
H 0.9238 2.2009 -0.5689 0.3469
H 3.3763 0.7917 0.4792 0.2297
H 3.2677 2.3836 -0.5746 -0.0117
H 4.2538 4.3501 2.6684 0.1050
H 4.6534 3.7901 -1.2381 0.3125
H 7.0791 3.8196 -2.4617 0.2679
H 9.3502 4.1505 -1.0930 0.4219
H 9.1873 4.3524 1.5971 0.2921
H 6.8266 4.2736 2.8763 -0.2578
C 9.8893 0.8430 -1.8850 0.0815
Cl 10.0604 2.5007 -2.4828 -0.1914
Cl 8.7079 0.7523 -0.5729 -0.0266
H 9.5588 0.2044 -2.7031 0.3148
H 10.8538 0.4987 -1.5145 -0.1578
C -8.2894 2.6478 -1.6018 -0.1320
Cl -8.5138 3.3942 -3.1880 -0.1464
Cl -9.5649 1.4711 -1.2625 -0.1454
H -7.3257 2.1398 -1.5826 0.1186
H -8.3125 3.4243 -0.8386 0.3076
C -12.7850 2.5941 0.6627 0.0262
Cl -12.3202 4.0821 1.4954 -0.1606
Cl -13.8303 1.5933 1.6792 -0.1840
H -13.3203 2.8517 -0.2506 0.2663
H -11.8857 2.0303 0.4163 0.0587
C 7.0107 0.6838 3.0966 -0.5509
Cl 6.1183 1.9871 2.2983 0.3487
Cl 6.1880 0.1556 4.5703 -0.1553
H 7.0885 -0.1609 2.4126 0.2809
H 8.0068 1.0419 3.3552 0.2863
C 1.7515 -1.6709 3.3363 0.6533
Cl 3.4717 -1.8090 2.9565 -0.1387
Cl 1.0704 -3.2381 3.7958 -0.2175
H 1.6295 -0.9731 4.1647 0.0035
H 1.2236 -1.2990 2.4597 -0.3448
C 4.9704 5.2374 5.6267 -0.1884
Cl 6.6818 5.0460 5.2331 -0.1574
Cl 4.0286 5.7366 4.2124 -0.1514
H 4.5831 4.2866 5.9909 0.2287
H 4.8713 5.9968 6.4009 0.3187
C -9.2538 -2.1106 -5.5048 0.0122
Cl -8.2751 -0.8656 -6.2931 -0.1450
Cl -8.9384 -2.1717 -3.7666 -0.1448
H -10.3071 -1.8855 -5.6657 0.3234
H -9.0125 -3.0791 -5.9411 -0.0548
C -6.9692 -5.9688 -6.4272 -0.3361
Cl -6.9324 -4.8536 -5.0556 -0.0866
Cl -7.9745 -5.3370 -7.7365 -0.1612
H -5.9542 -6.1092 -6.7962 0.3099
H -7.3769 -6.9230 -6.0966 0.2971
C 2.0516 -1.6480 7.0148 0.2369
Cl 2.2210 0.0106 6.4247 -0.1457
Cl 0.8710 -1.7427 8.3270 -0.1763
H 1.7206 -2.2836 6.1949 -0.1611
H 3.0171 -1.9928 7.3820 0.2773
C 3.7753 -4.4412 0.3355 0.3631
Cl 5.4974 -4.5745 -0.0451 -0.1730
Cl 3.0987 -6.0084 0.7935 -0.1732
H 3.6491 -3.7455 1.1638 -0.3020
H 3.2472 -4.0705 -0.5419 0.2760
C -16.8025 3.1267 0.5570 0.2867
Cl -17.0266 3.8725 -1.0306 -0.1676
Cl -18.0759 1.9488 0.8957 -0.1603
H -15.8385 2.6203 0.5769 -0.2503
H -16.8271 3.9038 1.3197 0.2821
C 12.1369 -0.3488 1.1076 -0.1491
Cl 12.4134 -1.0144 -0.5077 -0.1861
Cl 13.1195 -1.1798 2.3179 -0.1545
H 12.3989 0.7084 1.1039 0.3433
H 11.0846 -0.4676 1.3632 0.1357
C 9.0716 -5.0315 1.1364 0.1696
Cl 10.0288 -3.7803 0.3339 -0.1032
Cl 9.3989 -5.0716 2.8728 -0.1601
H 8.0143 -4.8226 0.9806 -0.1619
H 9.3236 -5.9997 0.7064 0.2997
C -6.2234 -6.6549 -2.0466 0.1226
Cl -4.5036 -6.8196 -2.4204 -0.1514
Cl -6.9318 -8.2106 -1.5955 -0.1638
H -6.3403 -5.9589 -1.2171 0.2742
H -6.7403 -6.2725 -2.9256 -0.0886



(2)
88
Properties=species:S:1:pos:R:3:mulliken_charge:R:1 method="wB97M-V/def2-TZVPD" lumo_energy_ev=-2.3300 mol_weight_g_mol=604.76 spin_multiplicity=1 smiles="CC(=O)OCCCCC[C@@H]1O[C@H](CCOC=O)C[N@@+](CCF)(CCCCCCCSc2nnco2)[C@@H]1CCOC=O" charge=+1 orbital_gap_ha=0.3309 homo_energy_ev=-11.334
C -1.8273 -5.0242 4.9114 -1.0849
C -0.6110 -4.2080 5.1309 0.8086
O -0.4917 -3.4017 6.0151 -0.5539
O 0.3604 -4.4654 4.2409 -0.3785
C 1.2973 -3.4039 4.0444 -0.7798
C 0.6788 -2.2685 3.2814 -0.5708
C 1.7143 -1.1768 2.9807 -0.8978
C 1.1313 0.2272 3.1431 -1.5919
C 0.3324 0.6671 1.9056 -1.0819
C 0.5895 2.0872 1.3920 -0.7700
O -0.6790 2.7225 1.4460 -0.3108
C -0.9670 3.8158 0.6076 0.3074
C -2.4938 4.0167 0.6272 -1.2696
C -3.2255 2.9494 1.4126 -0.3833
O -4.6330 3.1686 1.4772 -0.4037
C -5.3028 2.9391 0.3330 0.1420
O -6.1784 2.1409 0.2565 -0.4497
C -0.3793 3.6876 -0.8032 -1.6076
N 0.2801 2.3722 -1.1277 1.2118
C -0.6928 1.2641 -1.1973 -0.3584
C -1.8783 1.5211 -2.1110 -1.3254
F -3.0141 1.7128 -1.3698 -0.2979
C 1.0138 2.6253 -2.4419 -0.7463
C 0.9995 1.5861 -3.5578 -1.2261
C 1.8395 0.3165 -3.4065 0.4019
C 1.5946 -0.7341 -4.5220 -1.3621
C 1.5363 -2.1740 -3.9864 -1.0850
C 0.2029 -2.5855 -3.3917 0.2674
C 0.1833 -4.1045 -3.1291 -1.1225
S -0.2227 -4.5990 -1.4441 -0.1725
C -1.9193 -4.3039 -1.4777 0.5311
N -2.7496 -4.6151 -2.3971 -0.2131
N -3.9956 -4.2516 -1.9385 -0.4927
C -3.8145 -3.7776 -0.7728 -0.0797
O -2.5095 -3.7380 -0.3926 -0.1537
C 1.2812 2.1896 0.0198 -0.5802
C 2.3080 1.1135 -0.2193 -0.3992
C 3.3889 1.1296 0.8567 -1.3654
O 4.5979 1.6928 0.2819 -0.4520
C 4.8870 2.9246 0.7108 0.0347
O 4.0746 3.8048 0.7716 -0.4489
H -2.0267 -5.6286 5.7813 0.3240
H -2.6598 -4.3660 4.7239 0.2761
H -1.7123 -5.6751 4.0565 0.3169
H 2.1148 -3.8321 3.4835 0.3468
H 1.6876 -3.0662 4.9945 0.4278
H -0.1461 -1.8461 3.8406 0.4833
H 0.3005 -2.6634 2.3482 0.1643
H 2.5762 -1.2994 3.6211 0.4492
H 2.0131 -1.3213 1.9513 0.5020
H 0.4404 0.1702 3.9692 0.6887
H 1.8950 0.9487 3.3980 0.6726
H 0.4165 -0.0742 1.1227 0.3311
H -0.7060 0.6660 2.1991 0.7648
H 1.2427 2.5930 2.0941 1.1345
H -0.5460 4.7166 1.0400 0.4314
H -2.7106 4.9525 1.1213 0.4332
H -2.8833 4.1192 -0.3738 0.3542
H -3.0227 1.9570 1.0348 0.2895
H -2.8972 2.9653 2.4354 0.3839
H -5.0323 3.5592 -0.5197 0.3815
H -1.1263 3.9272 -1.5430 0.9036
H 0.3973 4.4246 -0.9203 0.7078
H -1.0978 1.0718 -0.2168 0.4282
H -0.2251 0.3540 -1.5120 0.4339
H -1.7289 2.3681 -2.7674 0.5054
H -2.0332 0.6615 -2.7493 0.4094
H 2.0371 2.8859 -2.2301 0.5354
H 0.5834 3.5252 -2.8493 0.4423
H 1.4327 2.1149 -4.3967 0.5111
H 0.0047 1.3279 -3.8958 0.2812
H 2.8812 0.5896 -3.4939 0.5236
H 1.7047 -0.1825 -2.4625 -0.3880
H 0.6636 -0.5258 -5.0312 0.5333
H 2.4032 -0.6729 -5.2316 0.3858
H 1.8219 -2.8806 -4.7536 0.6083
H 2.2953 -2.2416 -3.2138 0.3806
H -0.6128 -2.3115 -4.0482 0.4431
H 0.0870 -2.1149 -2.4289 -0.2296
H -0.4363 -4.6278 -3.8386 0.4306
H 1.1939 -4.4677 -3.2475 0.5870
H -4.5753 -3.4348 -0.1100 0.4498
H 1.8472 3.1126 0.0049 0.4299
H 1.8856 0.1245 -0.3114 0.6328
H 2.8564 1.3051 -1.1243 0.8023
H 3.1178 1.7507 1.6923 0.9071
H 3.6535 0.1394 1.1746 0.0681
H 5.9190 3.0581 1.0220 0.4313



(3)
116
Properties=species:S:1:pos:R:3:mulliken_charge:R:1 method="wB97M-V/def2-TZVPD" lumo_energy_ev=-1.4515 mol_weight_g_mol=2501.68 spin_multiplicity=1 charge=-1 orbital_gap_ha=0.1503 homo_energy_ev=-5.542
O -3.8249 0.1830 -1.5730 -0.6381
S -4.1763 0.6013 -3.0207 1.1741
O -5.3951 -0.2669 -3.5194 -0.7235
O -4.7110 2.2193 -2.9782 -0.7509
C -2.7794 0.2868 -4.2688 -0.6966
C -1.8881 -1.0131 -3.7886 -0.7819
C -0.2384 -0.7308 -3.8546 0.4973
F 0.3565 -2.1204 -3.8369 -0.3022
F -0.0527 -0.0697 -5.2020 -0.2441
C 0.2691 0.2054 -2.6005 0.6347
F -0.2199 1.6070 -2.8842 -0.2539
F -0.4763 -0.2442 -1.4038 -0.1819
C 1.8904 0.3241 -2.4215 0.4940
F 2.4855 -0.1114 -3.7444 -0.3087
F 2.2740 1.7739 -2.3403 -0.2599
C 2.5705 -0.6450 -1.3132 0.7615
F 1.8799 -1.9865 -1.2233 -0.1688
F 3.9507 -0.9815 -1.8309 -0.2653
S 2.7867 -0.0013 0.4069 1.2334
F 4.1041 -1.1272 0.6167 -0.4207
F 3.9407 1.1889 -0.0119 -0.3132
F 1.4563 1.0621 0.3615 -0.1998
F 1.7197 -1.2680 0.9679 -0.2910
F 3.0121 0.4385 2.0483 -0.3644
H -2.1522 1.2430 -4.5216 0.1681
H -3.3405 -0.0061 -5.2812 0.2455
H -2.2289 -1.4957 -2.7795 0.3631
H -2.0685 -1.8487 -4.6223 0.3904
Br -3.9669 -0.7594 0.1548 0.0287
C -3.7210 -1.8596 1.7468 0.5355
C -2.6407 -2.8950 1.5348 -0.1235
Br -3.2876 -4.3761 0.4431 -0.1178
H -4.6950 -2.2909 1.9905 0.1539
H -3.4319 -1.1571 2.5350 -0.4022
H -2.3507 -3.3487 2.4870 -0.0636
H -1.7503 -2.4982 1.0397 0.0515
Br -2.8558 0.8733 4.4612 -0.1553
C -2.6100 -0.2270 6.0533 -0.5612
C -1.5297 -1.2624 5.8412 -0.4251
Br -2.1766 -2.7434 4.7496 -0.0421
H -3.5840 -0.6583 6.2970 0.3956
H -2.3208 0.4755 6.8414 0.3594
H -1.2397 -1.7161 6.7935 0.3331
H -0.6392 -0.8656 5.3462 0.1107
Br 0.2703 -4.9144 1.2505 0.0344
C -0.5907 -6.6616 1.3574 -0.5630
C 0.2460 -7.7258 0.6854 -0.5472
Br 0.0975 -7.6183 -1.2563 -0.1560
H -1.5876 -6.5536 0.9231 0.2618
H -0.6857 -6.8658 2.4286 0.3179
H -0.1206 -8.7235 0.9442 0.3915
H 1.3099 -7.6595 0.9287 0.2701
Br -0.4978 3.9400 2.1349 -0.0944
C 0.7938 4.7682 0.9301 -0.4192
C 2.1997 4.6538 1.4728 -0.3811
Br 2.5083 5.9376 2.9082 -0.1757
H 0.4699 5.8003 0.7752 0.4247
H 0.6981 4.2167 -0.0106 0.1279
H 2.9317 4.9085 0.7008 0.4325
H 2.4307 3.6636 1.8746 0.0753
Br 1.5210 2.4703 -7.9241 -0.1598
C 1.9770 3.7257 -6.5022 -0.5347
C 1.0203 3.6052 -5.3385 -0.1490
Br -0.6858 4.4624 -5.7362 -0.1211
H 1.9944 4.7225 -6.9496 0.4086
H 2.9917 3.4514 -6.1966 0.3552
H 1.4089 4.1364 -4.4647 0.3249
H 0.8012 2.5703 -5.0620 -0.1572
Br -6.4239 -4.0315 -6.8139 -0.1829
C -6.4242 -2.1853 -7.4440 -0.5795
C -5.0679 -1.5443 -7.2605 -0.7798
Br -4.7661 -1.0532 -5.3974 0.2785
H -7.2259 -1.6666 -6.9127 0.3519
H -6.6797 -2.2485 -8.5066 0.3576
H -5.0088 -0.6038 -7.8160 0.3671
H -4.2382 -2.1909 -7.5590 0.3679
Br 2.4490 -2.2174 3.3970 -0.0272
C 2.6948 -3.3177 4.9891 -0.5875
C 3.7751 -4.3530 4.7771 -0.5778
Br 3.1282 -5.8341 3.6854 -0.1535
H 1.7208 -3.7490 5.2328 0.3767
H 2.9840 -2.6152 5.7772 0.2510
H 4.0651 -4.8067 5.7293 0.4010
H 4.6656 -3.9563 4.2820 0.3455
Br 3.0279 12.2202 0.8688 -0.1529
C 2.4138 10.4837 1.5116 -0.5880
C 3.2887 9.3669 0.9907 0.0520
Br 2.8896 8.9708 -0.8768 -0.1313
H 1.3653 10.3874 1.2191 0.3831
H 2.4780 10.5464 2.6026 0.3412
H 3.0854 8.4364 1.5288 -0.2874
H 4.3575 9.5896 1.0488 0.3939
Br 8.0350 2.1472 0.9134 -0.1329
C 7.1626 0.9708 -0.3754 -0.4196
C 8.1763 0.2717 -1.2515 -0.5401
Br 8.8776 1.4748 -2.6170 -0.1495
H 6.4516 1.5826 -0.9359 0.3219
H 6.6119 0.2448 0.2311 0.1612
H 7.7063 -0.5456 -1.8064 0.3533
H 9.0346 -0.1173 -0.6970 0.3963
Br 0.0612 3.3748 6.2636 -0.1436
C 1.8321 3.3025 5.4486 0.0846
C 2.1629 1.9037 4.9818 -0.5326
Br 2.6551 0.7577 6.4812 -0.1688
H 2.5386 3.6940 6.1845 0.4435
H 1.7811 3.9902 4.5984 -0.2726
H 3.0417 1.9134 4.3304 0.2148
H 1.3357 1.4124 4.4623 0.3414
Br -5.7360 -4.6028 2.9179 -0.1193
C -7.4474 -5.0731 2.1083 -0.5564
C -7.2554 -5.6866 0.7406 -0.5988
Br -6.8431 -4.3238 -0.5923 -0.1101
H -8.0553 -4.1651 2.0963 0.3716
H -7.8967 -5.7971 2.7955 0.3165
H -8.1828 -6.1521 0.3942 0.3349
H -6.4482 -6.4233 0.7046 0.3439



(4)
84
Properties=species:S:1:pos:R:3:mulliken_charge:R:1 method="wB97M-V/def2-TZVPD" lumo_energy_ev=-6.7522 mol_weight_g_mol=719.34 relative_energy_kj_mol=186.11 spin_multiplicity=1 charge=+2 orbital_gap_ha=0.1925 homo_energy_ev=-11.990
N -5.3233 1.4603 -3.7922 -0.5890
C -5.2399 2.1931 -2.6807 -0.5030
C -4.0140 2.4877 -2.0681 -0.5028
C -2.8256 2.0230 -2.6654 0.8297
C -2.9241 1.2789 -3.8555 -0.2155
C -4.2091 1.0196 -4.3727 -0.5607
C -1.5182 2.2457 -1.9682 -0.7304
Sn -0.6081 0.4081 -1.4792 0.1576
P 1.8056 0.5002 -1.1217 1.0401
C -0.2465 2.1652 -2.7008 -0.9189
C 0.9517 2.9408 -2.2438 0.1720
C 2.0930 3.1478 -3.1223 -0.6991
C 3.3490 3.2333 -2.6016 -0.9722
C 3.5681 3.1345 -1.1219 -0.4325
C 2.3998 3.8929 -0.5199 -0.3555
C 1.1050 3.3494 -0.9320 -0.5159
Br 2.9379 3.6757 1.3153 -0.1297
H -1.5758 2.9457 -1.1318 0.7346
H -0.2821 1.9614 -3.7756 0.5715
H -3.9926 3.0538 -1.1379 0.4484
H -2.0511 0.8924 -4.3847 0.3241
H -6.1718 2.5632 -2.2464 0.3944
H -4.3143 0.4379 -5.2941 0.4116
H 1.9118 3.1140 -4.2020 0.4581
H 0.2738 3.3781 -0.2315 0.4695
H 4.2240 3.2545 -3.2554 0.4471
H 2.4932 4.9621 -0.7505 0.6685
P -1.4813 -2.0475 -1.7541 1.3807
C 3.4861 1.5661 -0.7873 -0.0854
C 4.7235 0.9061 -1.3624 -1.7524
H 3.4904 1.4663 0.3073 0.5264
H 4.5614 3.5023 -0.8361 0.8209
H 5.6156 1.4436 -1.0022 0.4298
H 4.8384 -0.1408 -1.0556 0.2724
H 4.7398 0.9533 -2.4601 0.3094
C 2.1720 -0.0578 -2.8706 -0.3573
C 3.0428 -1.3011 -3.0920 -1.6302
H 2.6363 0.8214 -3.3373 0.4062
H 1.2100 -0.1930 -3.3949 0.2103
H 2.4776 -2.0520 -3.6604 0.3885
H 3.9201 -1.0321 -3.6975 0.3916
H 3.3999 -1.7654 -2.1667 0.3243
C 2.0252 -1.0118 -0.0564 1.0641
C 3.1106 -0.9760 1.0206 -1.7587
H 2.1712 -1.8731 -0.7204 0.6400
H 1.0504 -1.1766 0.4328 -0.6112
H 3.0288 -1.8932 1.6210 0.4673
H 4.1246 -0.9577 0.6019 0.2889
H 2.9917 -0.1250 1.7044 0.2802
C -1.2888 -2.9708 -0.1859 -0.0856
C -1.8373 -4.3972 -0.2203 -1.4309
H -1.7735 -2.3730 0.6037 -0.0026
H -0.2134 -2.9865 0.0492 0.2704
H -2.8956 -4.4427 -0.5047 0.3294
H -1.2638 -5.0345 -0.9037 0.3737
H -1.7453 -4.8342 0.7812 0.4237
C -0.5882 -3.0129 -3.0256 -0.5951
C -0.9560 -2.6625 -4.4668 -1.1736
H -0.8008 -4.0714 -2.8127 0.5510
H 0.4896 -2.8625 -2.8499 0.0701
H -2.0273 -2.8021 -4.6602 0.3540
H -0.6894 -1.6290 -4.7253 0.1939
H -0.4049 -3.3246 -5.1467 0.4473
C -3.2511 -2.1529 -2.1963 -0.6529
C -4.2325 -1.8756 -1.0595 -1.1639
H -3.4062 -3.1589 -2.6191 0.5676
H -3.4155 -1.4371 -3.0177 0.2859
H -5.2493 -1.8520 -1.4735 0.4378
H -4.2097 -2.6552 -0.2871 0.2878
H -4.0492 -0.9057 -0.5783 0.1718
C 0.5094 1.4014 3.7356 -1.1169
N 0.1860 0.9605 2.3741 0.3442
C -0.9653 0.2932 2.0934 0.2283
S -1.9540 0.7205 0.7350 -0.2994
N -1.4066 -0.6654 2.9156 -0.1174
C -0.5890 -1.3751 3.8973 -1.0541
H -0.3849 1.4138 4.3722 0.3839
H 0.9256 2.4128 3.6811 0.3306
H 1.2649 0.7377 4.1731 0.3804
H 0.4494 1.6243 1.6432 -0.1721
H -2.2843 -1.0984 2.6189 0.3805
H -0.6019 -0.8462 4.8582 0.3618
H -1.0251 -2.3677 4.0417 0.3777
H 0.4471 -1.4960 3.5519 0.3050